Entry 1:
{"formula": "C5H11NO2", "method": "ωB97M-V/def2-TZVPD", "gap_ev": 3.274, "fmax_ha_per_bohr": 0.1342, "charge": 0, "de_lowest_kj_mol": 1119.76, "energy_ha": -401.95165, "species": ["C", "C", "N", "C", "C", "C", "O", "O", "H", "H", "H", "H", "H", "H", "H", "H", "H", "H", "H"], "coordinates": [[-2.510, 0.104, -1.235], [-2.503, 0.123, 0.139], [-0.051, -0.437, 0.301], [0.919, -1.521, 0.352], [0.297, 0.845, -0.481], [0.626, 0.832, 0.944], [3.106, 0.170, 0.061], [-2.228, 1.211, 0.868], [-1.996, 0.937, -1.701], [-2.858, -0.831, 0.806], [-2.773, -0.748, -1.851], [1.703, -1.332, -0.374], [0.465, -2.479, 0.103], [1.278, -1.555, 1.371], [-0.402, 1.643, -0.903], [1.250, 0.858, -1.109], [1.725, 0.531, 1.244], [0.002, 1.343, 1.814], [3.949, 0.307, -0.348]], "lowdin_charge": [0.192, -0.312, -0.077, -0.113, -0.184, -0.099, -0.304, -0.075, 0.073, 0.162, 0.090, 0.063, 0.076, 0.087, 0.109, 0.117, 0.113, 0.151, -0.071]}

=====

Entry 2:
{"formula": "C7H14N3O", "method": "ωB97M-V/def2-TZVPD", "gap_ev": 9.791, "fmax_ha_per_bohr": 0.0949, "charge": 1, "de_lowest_kj_mol": 288.20, "energy_ha": -514.30001, "species": ["C", "C", "C", "C", "C", "C", "C", "N", "N", "N", "O", "H", "H", "H", "H", "H", "H", "H", "H", "H", "H", "H", "H", "H", "H"], "coordinates": [[2.011, -0.404, -0.328], [-1.013, -1.200, 0.264], [1.233, 0.846, 0.066], [-0.372, 0.008, -1.772], [1.474, 1.430, 1.419], [-1.214, 1.428, 0.189], [-0.454, 0.252, -0.251], [1.270, -1.744, -0.052], [0.006, -2.034, 0.244], [-2.271, -1.388, 0.649], [2.980, -0.539, -1.029], [1.384, 1.627, -0.648], [0.432, -0.586, -2.127], [-0.491, 0.988, -2.300], [-1.234, -0.610, -2.024], [2.467, 1.506, 1.836], [1.052, 2.452, 1.488], [0.891, 0.818, 2.134], [-0.867, 2.441, -0.237], [-1.104, 1.737, 1.304], [-2.301, 1.412, -0.096], [1.773, -2.540, -0.505], [-0.063, -3.044, 0.429], [-2.928, -0.698, 0.275], [-2.661, -2.158, 1.072]], "lowdin_charge": [-0.318, -0.187, -0.161, -0.028, -0.062, -0.099, -0.326, 0.054, 0.064, 0.236, 0.145, 0.138, 0.074, 0.125, 0.091, 0.093, 0.096, 0.097, 0.130, 0.119, 0.098, 0.176, 0.202, 0.140, 0.103]}

=====

Entry 3:
{"formula": "C30H26Br2N2O5S2SiTeW", "method": "ωB97M-V/def2-TZVPD", "gap_ev": [7.018, 7.043], "spin_multiplicity": 3, "fmax_ha_per_bohr": 0.0139, "charge": 0, "de_lowest_kj_mol": 107.15, "energy_ha": -8213.51835, "species": ["W", "O", "C", "C", "C", "N", "C", "Br", "C", "H", "H", "H", "H", "Br", "C", "C", "C", "C", "C", "C", "C", "O", "O", "H", "H", "H", "H", "O", "S", "O", "N", "C", "S", "C", "C", "C", "C", "C", "C", "H", "H", "H", "H", "Te", "C", "C", "C", "C", "C", "C", "H", "H", "H", "H", "H", "C", "Si", "C", "C", "C", "C", "H", "H", "H", "H", "H", "H", "H", "H", "H"], "coordinates": [[-0.039, -0.645, -0.769], [2.688, 2.847, -4.192], [2.304, 1.732, -3.545], [3.112, 0.583, -3.506], [2.671, -0.526, -2.816], [1.468, -0.485, -2.254], [0.718, 0.606, -2.232], [-2.515, -0.010, -1.572], [1.086, 1.764, -2.872], [3.563, 2.730, -4.579], [4.078, 0.572, -3.993], [3.248, -1.437, -2.728], [0.489, 2.663, -2.831], [-2.513, -2.903, 0.464], [-1.419, -4.240, 1.256], [-1.929, -4.954, 2.326], [-1.159, -5.951, 2.900], [0.099, -6.241, 2.390], [0.587, -5.531, 1.307], [-0.160, -4.506, 0.736], [0.412, -3.790, -0.457], [0.725, -4.417, -1.449], [0.616, -2.506, -0.325], [-2.910, -4.713, 2.710], [-1.545, -6.504, 3.746], [0.699, -7.027, 2.831], [1.554, -5.766, 0.881], [-2.194, 0.080, 2.943], [-1.090, -0.820, 3.067], [-1.332, -2.170, 3.478], [-0.166, -0.785, 1.659], [1.033, -0.330, 1.905], [2.055, -0.095, 0.572], [1.312, 0.054, 3.294], [2.469, 0.591, 3.833], [2.465, 0.927, 5.179], [1.328, 0.734, 5.960], [0.167, 0.197, 5.416], [0.190, -0.131, 4.078], [3.341, 0.746, 3.210], [3.354, 1.351, 5.626], [1.346, 1.010, 7.005], [-0.720, 0.048, 6.017], [-1.177, -2.274, -2.888], [-0.984, -1.013, -4.576], [0.243, -0.931, -5.224], [0.384, -0.136, -6.353], [-0.703, 0.573, -6.841], [-1.935, 0.472, -6.208], [-2.081, -0.323, -5.081], [1.088, -1.497, -4.857], [1.344, -0.076, -6.850], [-0.595, 1.196, -7.719], [-2.788, 1.015, -6.593], [-3.039, -0.393, -4.584], [-0.177, 5.222, 0.720], [-1.244, 3.857, 1.434], [-3.052, 4.235, 1.161], [-0.885, 3.626, 3.255], [-0.819, 2.293, 0.582], [-0.483, 1.259, 0.038], [-0.377, 6.177, 1.212], [-0.367, 5.345, -0.348], [0.882, 4.988, 0.849], [-3.337, 5.171, 1.648], [-3.673, 3.435, 1.570], [-3.278, 4.322, 0.097], [-1.260, 4.462, 3.850], [0.190, 3.537, 3.432], [-1.365, 2.709, 3.606]], "lowdin_charge": [1.071, 0.092, -0.294, 0.012, -0.111, -0.171, -0.395, 0.164, 0.037, 0.116, 0.119, 0.136, 0.130, 0.800, -0.574, -0.128, -0.073, -0.072, -0.016, -0.165, -0.669, 0.037, -0.359, 0.107, 0.106, 0.104, 0.123, -0.269, 0.640, -0.279, -0.193, -0.750, 0.807, -0.210, -0.010, -0.056, -0.054, -0.022, -0.209, 0.112, 0.108, 0.110, 0.127, 1.174, -0.597, -0.165, -0.085, -0.083, -0.078, -0.163, 0.088, 0.105, 0.103, 0.106, 0.076, -0.190, 0.423, -0.182, -0.176, -0.173, -0.415, 0.028, 0.027, 0.028, 0.029, 0.034, 0.030, 0.031, 0.029, 0.018]}

=====

Entry 4:
{"formula": "C11H43NO11", "method": "ωB97M-V/def2-TZVPD", "gap_ev": 9.145, "fmax_ha_per_bohr": 0.0301, "charge": 0, "de_lowest_kj_mol": 0.00, "energy_ha": -1327.24162, "species": ["C", "O", "H", "H", "H", "H", "C", "O", "H", "H", "H", "H", "O", "H", "H", "O", "H", "H", "O", "H", "H", "O", "H", "H", "O", "H", "H", "O", "H", "H", "O", "H", "H", "O", "H", "H", "C", "C", "C", "C", "C", "C", "N", "O", "C", "C", "C", "H", "H", "H", "H", "H", "H", "H", "H", "H", "H", "H", "H", "H", "H", "H", "H", "H", "H", "H"], "coordinates": [[2.152, -0.724, -1.286], [2.896, 0.030, -2.269], [2.347, -0.334, -0.278], [1.079, -0.564, -1.440], [2.415, -1.779, -1.325], [2.870, 0.939, -1.930], [1.931, 2.480, 1.801], [2.240, 1.334, 2.587], [1.438, 2.206, 0.870], [1.226, 3.140, 2.317], [2.831, 3.083, 1.670], [1.904, 1.437, 3.479], [2.617, -1.378, -4.696], [3.468, -1.440, -5.149], [2.858, -1.167, -3.770], [-0.292, -2.998, -0.865], [-1.103, -2.707, -1.293], [0.323, -3.201, -1.605], [4.570, 0.034, 1.734], [3.743, 0.459, 2.056], [4.286, -0.790, 1.325], [1.294, -3.681, -3.209], [0.694, -3.977, -3.903], [1.767, -2.922, -3.604], [3.219, 2.770, -1.504], [2.587, 3.417, -1.170], [3.703, 3.233, -2.199], [1.709, 1.293, -5.409], [1.950, 0.383, -5.141], [1.335, 1.200, -6.291], [2.234, -4.594, 0.151], [2.478, -4.874, 1.040], [1.550, -3.920, 0.281], [4.979, -1.945, -2.239], [4.455, -1.175, -1.947], [4.957, -2.569, -1.504], [-3.084, 1.768, 3.896], [-2.703, 0.826, 2.752], [-3.583, -0.423, 2.847], [-3.658, -1.239, 1.562], [-3.981, -0.323, 0.388], [-2.969, 0.824, 0.236], [-3.014, 1.553, 1.501], [-2.145, 2.672, 1.429], [-1.578, 0.301, -0.176], [-3.461, 1.720, -0.935], [-1.237, 0.443, 2.910], [-2.407, 2.623, 3.900], [-4.084, 2.198, 3.762], [-3.169, 1.273, 4.863], [-3.279, -0.986, 3.734], [-4.616, -0.146, 3.097], [-2.715, -1.772, 1.406], [-4.422, -2.010, 1.678], [-4.951, 0.148, 0.558], [-3.982, -0.914, -0.529], [-1.269, -0.462, 0.539], [-0.850, 1.106, -0.268], [-1.593, -0.233, -1.129], [-3.130, 1.373, -1.909], [-3.012, 2.706, -0.797], [-4.550, 1.770, -0.898], [-0.564, 1.186, 2.492], [-1.019, 0.386, 3.980], [-0.954, -0.504, 2.455], [-2.731, 3.433, 1.370]], "lowdin_charge": [-0.107, -0.157, 0.082, 0.075, 0.068, 0.047, -0.133, -0.134, 0.068, 0.084, 0.086, 0.092, -0.058, 0.077, 0.021, -0.079, 0.029, -0.001, -0.079, -0.005, 0.016, -0.051, 0.059, 0.020, -0.035, 0.052, 0.066, -0.084, -0.011, 0.026, -0.063, 0.033, 0.008, -0.060, 0.003, 0.039, -0.045, -0.514, -0.141, -0.175, -0.135, -0.510, -0.081, -0.042, -0.036, -0.020, -0.031, 0.079, 0.087, 0.086, 0.124, 0.121, 0.104, 0.113, 0.120, 0.124, 0.052, 0.081, 0.078, 0.081, 0.073, 0.080, 0.061, 0.091, 0.077, 0.107]}

=====

Entry 5:
{"formula": "C5H6FO2", "method": "ωB97M-V/def2-TZVPD", "gap_ev": 8.112, "fmax_ha_per_bohr": 0.0587, "charge": -1, "energy_ha": -444.49271, "species": ["C", "C", "C", "C", "C", "O", "O", "F", "H", "H", "H", "H", "H", "H"], "coordinates": [[1.185, 1.474, 1.176], [0.597, 0.295, 0.889], [-1.873, -0.146, 0.111], [0.290, -1.201, -1.162], [-0.264, 0.023, -0.369], [-2.406, -1.204, -0.213], [-2.246, 0.820, 0.792], [-0.160, 1.066, -1.239], [1.892, 1.488, 2.099], [1.298, 2.353, 0.552], [0.608, -0.510, 1.573], [1.343, -1.479, -0.864], [0.252, -0.995, -2.269], [-0.517, -1.983, -1.076]], "lowdin_charge": [-0.017, -0.116, -0.669, -0.044, -0.443, -0.052, -0.050, -0.014, 0.061, 0.037, 0.088, 0.074, 0.077, 0.068]}

=====

Entry 6:
{"formula": "CH2N2O3S", "method": "ωB97M-V/def2-TZVPD", "gap_ev": [7.259, 6.262], "fmax_ha_per_bohr": 0.0828, "charge": 0, "de_lowest_kj_mol": 505.45, "energy_ha": -772.51431, "species": ["C", "N", "N", "O", "O", "O", "S", "H", "H"], "coordinates": [[0.736, -0.506, -0.619], [0.454, 0.714, -0.665], [0.419, -1.613, -0.107], [-1.830, 1.273, -0.648], [-0.592, 2.129, 1.304], [-0.991, -0.183, 1.138], [-0.896, 1.078, 0.404], [1.782, -0.515, -1.124], [0.918, -2.377, 0.317]], "lowdin_charge": [-0.410, 0.083, 0.296, -0.221, -0.256, -0.265, 0.440, 0.211, 0.121]}

=====

Entry 7:
{"formula": "C6H18N3O5PRhSe3Te2", "method": "ωB97M-V/def2-TZVPD", "gap_ev": [4.724, 4.687], "fmax_ha_per_bohr": 0.0510, "charge": -1, "energy_ha": -8972.06443, "species": ["Rh", "Se", "Te", "Te", "Se", "C", "N", "C", "P", "O", "N", "C", "C", "N", "C", "C", "H", "H", "H", "H", "H", "H", "H", "H", "H", "H", "H", "H", "H", "H", "H", "H", "H", "H", "O", "Se", "O", "O", "O"], "coordinates": [[-0.297, 2.235, -1.741], [1.650, 3.820, -0.548], [0.398, 4.626, -2.504], [-1.444, 5.892, -1.080], [-2.555, 2.310, -1.266], [-1.574, 1.029, 1.831], [-0.730, -0.145, 1.879], [-1.110, -1.115, 2.876], [0.248, -0.559, 0.586], [0.508, 0.593, -0.298], [1.613, -1.188, 1.368], [2.204, -0.275, 2.335], [2.617, -1.747, 0.480], [-0.293, -1.877, -0.304], [-1.069, -1.630, -1.504], [-0.542, -3.163, 0.301], [-1.632, 1.477, 2.825], [-2.590, 0.805, 1.486], [-1.132, 1.766, 1.162], [-1.199, -0.615, 3.845], [-0.339, -1.878, 2.947], [-2.074, -1.588, 2.656], [1.416, 0.228, 2.890], [2.822, 0.490, 1.852], [2.824, -0.847, 3.030], [2.131, -2.271, -0.341], [3.236, -2.456, 1.039], [3.269, -0.971, 0.062], [-0.846, -0.636, -1.897], [-2.149, -1.698, -1.324], [-0.800, -2.359, -2.274], [0.088, -3.278, 1.179], [-0.293, -3.956, -0.411], [-1.591, -3.288, 0.587], [0.003, 2.405, -5.962], [-0.160, 2.412, -4.413], [-1.073, 3.694, -3.917], [-0.785, 1.075, -3.797], [1.251, 2.681, -3.637]], "lowdin_charge": [0.179, -0.108, 0.561, 0.007, 0.273, -0.139, -0.316, -0.126, 0.567, -0.371, -0.307, -0.116, -0.120, -0.311, -0.099, -0.132, 0.085, 0.064, 0.021, 0.083, 0.066, 0.083, 0.073, 0.089, 0.082, 0.074, 0.082, 0.090, 0.040, 0.087, 0.090, 0.065, 0.084, 0.080, -0.420, 0.570, -0.753, -0.495, -0.680]}

=====

Entry 8:
{"formula": "C39H52B2Cl3F2MgN3O7S2Si", "method": "ωB97M-V/def2-TZVPD", "gap_ev": 5.343, "fmax_ha_per_bohr": 0.0462, "charge": -2, "energy_ha": -5124.67611, "species": ["Mg", "C", "C", "C", "C", "O", "Si", "S", "O", "C", "C", "C", "C", "O", "C", "C", "C", "C", "H", "H", "H", "H", "H", "H", "H", "H", "H", "H", "H", "H", "H", "H", "H", "H", "H", "H", "H", "H", "H", "H", "H", "H", "H", "H", "H", "F", "B", "F", "O", "C", "N", "C", "C", "C", "C", "C", "C", "C", "C", "O", "B", "O", "C", "C", "H", "H", "H", "H", "H", "H", "H", "H", "H", "H", "H", "H", "Cl", "C", "C", "C", "C", "C", "C", "N", "C", "C", "N", "C", "O", "C", "C", "C", "Cl", "S", "C", "C", "C", "Cl", "C", "H", "H", "H", "H", "H", "H", "H", "H", "H", "H", "H", "H", "H"], "coordinates": [[1.514, -0.577, 1.769], [0.909, 3.836, 3.555], [0.269, 3.000, 4.628], [-1.005, 3.764, 5.079], [1.159, 2.779, 5.879], [-0.077, 1.767, 4.045], [-1.008, 0.465, 4.332], [-0.475, -1.035, 3.012], [-2.565, 1.008, 4.328], [-3.583, 1.059, 3.361], [-3.145, 1.909, 2.143], [-3.965, -0.423, 2.997], [-4.793, 1.659, 4.090], [-0.606, 0.187, 5.925], [-0.571, -0.882, 6.888], [0.654, -1.682, 6.542], [-1.887, -1.620, 6.837], [-0.394, -0.233, 8.246], [1.104, 4.834, 3.860], [0.242, 3.795, 2.754], [1.868, 3.379, 3.262], [-0.719, 4.777, 5.481], [-1.422, 3.189, 5.931], [-1.728, 3.892, 4.271], [1.246, 3.734, 6.379], [2.167, 2.406, 5.629], [0.759, 2.012, 6.534], [-2.277, 1.440, 1.658], [-2.958, 2.992, 2.424], [-3.906, 1.913, 1.363], [-3.047, -0.931, 2.686], [-4.806, -0.468, 2.283], [-4.234, -0.962, 3.900], [-4.757, 2.708, 4.470], [-4.976, 0.961, 4.928], [-5.625, 1.624, 3.386], [0.571, -2.148, 5.567], [0.826, -2.362, 7.357], [1.507, -1.023, 6.492], [-2.101, -2.032, 5.854], [-2.716, -0.989, 7.140], [-1.769, -2.499, 7.480], [0.660, 0.143, 8.357], [-0.677, -0.909, 9.075], [-1.056, 0.620, 8.295], [4.585, -0.723, 3.068], [3.512, 0.081, 2.896], [3.960, 1.282, 3.242], [-0.997, 1.225, -0.311], [0.134, 1.172, 0.062], [1.260, 1.169, 0.398], [-1.541, -4.285, -5.903], [-2.030, -4.836, -4.547], [-2.194, -6.377, -4.521], [-3.381, -4.249, -4.282], [-0.960, -4.445, -3.544], [0.344, -4.839, -3.714], [1.398, -4.533, -2.798], [1.012, -3.774, -1.677], [1.759, -3.277, -0.680], [0.892, -2.437, 0.125], [-0.415, -2.647, -0.341], [-0.310, -3.407, -1.493], [-1.292, -3.667, -2.417], [-2.355, -4.257, -6.603], [-0.694, -4.822, -6.426], [-1.184, -3.266, -5.746], [-2.875, -6.719, -5.292], [-2.644, -6.706, -3.589], [-1.232, -6.897, -4.575], [-4.003, -4.584, -5.060], [-3.329, -3.189, -4.181], [-3.825, -4.597, -3.305], [0.574, -5.361, -4.641], [2.457, -4.772, -2.995], [-2.351, -3.352, -2.255], [3.512, 5.677, -5.505], [3.000, 4.186, -4.790], [2.657, 4.068, -3.465], [2.203, 2.825, -2.985], [2.179, 1.678, -3.801], [2.019, 0.296, -3.268], [2.940, 0.100, -2.040], [4.124, 0.930, -2.145], [4.813, 1.054, -3.330], [5.552, 2.202, -3.255], [5.416, 2.726, -1.998], [4.547, 1.962, -1.364], [0.645, -0.032, -2.957], [-0.373, 0.951, -3.090], [-0.735, 1.198, -4.512], [-1.080, 2.425, -5.027], [-1.551, 3.884, -4.167], [-1.228, 2.416, -6.750], [-0.945, 0.707, -6.751], [-0.695, 0.195, -5.538], [2.548, 1.885, -5.174], [2.487, 0.459, -6.357], [2.900, 3.103, -5.684], [2.723, 4.941, -2.796], [1.956, 2.799, -1.935], [2.332, -0.381, -4.042], [3.215, -0.978, -1.986], [2.334, 0.388, -1.174], [4.548, 0.384, -4.103], [6.162, 2.680, -4.063], [4.266, 2.166, -0.394], [-0.119, 1.895, -2.672], [-1.193, 0.585, -2.491], [-0.740, 0.237, -7.709], [-0.395, -0.854, -5.334], [3.094, 3.249, -6.716]], "lowdin_charge": [0.300, -0.025, -0.631, -0.039, -0.014, -0.148, -0.130, 0.371, -0.158, -0.643, -0.018, -0.043, -0.056, -0.178, -0.666, -0.036, -0.034, -0.048, 0.068, 0.067, 0.096, 0.086, 0.087, 0.068, 0.069, 0.089, 0.056, 0.059, 0.094, 0.074, 0.012, 0.082, 0.068, 0.085, 0.080, 0.069, 0.062, 0.075, 0.088, 0.078, 0.087, 0.082, 0.096, 0.083, 0.076, 0.045, -0.638, 0.078, 0.011, -0.597, 0.048, -0.049, -0.561, -0.045, -0.083, -0.227, -0.072, 0.030, -0.262, 0.062, -0.403, 0.089, -0.205, 0.066, 0.061, 0.095, 0.075, 0.070, 0.079, 0.076, 0.063, 0.078, 0.108, 0.095, 0.110, 0.127, 0.651, -0.669, -0.075, -0.002, -0.192, -0.263, -0.045, -0.063, -0.098, -0.166, 0.048, -0.155, -0.063, -0.171, -0.295, -0.936, 0.610, 0.940, -0.454, -0.161, -0.462, 0.635, -0.150, 0.125, 0.123, 0.090, 0.147, 0.083, 0.099, 0.107, 0.109, 0.083, 0.129, 0.063, 0.127, 0.086]}